No. 1
This record from the OMol25 dataset describes a 2-piece molecular cluster, C6H16NO overall at a distorted geometry. The level of theory is the ωB97M-V functional and the def2-TZVPD basis.

Geometry as XYZ:
```
24
Properties=species:S:1:pos:R:3:forces:R:3
C -0.74498 0.18522 1.73050 -0.87 0.38 0.83
O -1.31582 -1.10418 1.70543 0.33 -0.28 -0.33
C 0.51853 0.17955 0.97299 0.11 -0.61 0.38
C 0.66922 -0.38251 -0.31158 0.09 -1.57 -0.29
C 0.52941 0.68920 -1.46688 0.24 1.50 0.17
C 1.83589 1.40142 -1.83659 0.38 0.13 0.75
C 3.06114 0.50229 -1.99169 -0.31 -0.01 1.01
N -4.67802 -1.28723 1.94419 -0.03 0.21 0.06
H -1.52792 0.82170 1.29948 0.33 0.29 -0.31
H -0.61008 0.55470 2.75431 0.16 -0.13 -0.12
H -0.68300 -1.75445 2.03648 -0.16 -0.08 0.22
H 1.42293 0.39906 1.53609 0.08 0.71 -0.13
H 1.62714 -0.90204 -0.35185 0.26 0.33 -0.32
H -0.09518 -1.14803 -0.46795 -0.39 0.33 -0.09
H 0.06094 0.24868 -2.34045 -0.07 -0.47 0.20
H -0.13844 1.46152 -1.06982 -0.23 -0.16 -0.42
H 2.07441 2.14157 -1.05808 -0.11 -0.13 -0.08
H 1.63945 2.01151 -2.71713 -0.04 -0.21 -0.24
H 2.86134 -0.35908 -2.61755 0.23 0.05 -0.54
H 3.32183 0.07900 -1.00467 0.00 0.17 -0.25
H 3.93067 1.09121 -2.27466 -0.05 -0.23 -0.42
H -3.67192 -1.36862 1.91333 0.02 -0.16 -0.05
H -5.03690 -1.97760 2.59230 0.01 0.02 -0.08
H -5.05064 -1.48287 1.02380 0.02 -0.07 0.06
```
Forces are in eV/Å.

Output
charge: +1
ΔE to the lowest compared entry with this formula, charge and spin: 3.9434 eV
molar mass: 118.20 g/mol
lowest unoccupied orbital energy: -7.4 eV
gap between HOMO and LUMO: 4.96 eV
HOMO energy: -0.453 Eh

***

No. 2
This record from the OMol25 dataset describes a single C4H6N2OS molecule at a distorted geometry. The level of theory is the ωB97M-V functional and the def2-TZVPD basis.

Geometry as XYZ:
```
14
Properties=species:S:1:pos:R:3:forces:R:3
H 0.10501 2.94996 2.48948 0.90 -0.78 -2.17
N 0.49716 2.60432 1.52667 -1.71 0.09 2.94
C 0.06807 1.41593 1.28055 -0.65 0.01 2.22
N -0.79194 0.55081 2.00676 0.44 0.25 -0.52
C 0.54714 0.86330 0.07257 1.46 0.27 -6.71
C 1.24543 1.57612 -0.92988 -1.84 -1.45 -1.23
O -0.25271 -0.27126 -0.37520 -0.16 2.69 1.59
C 0.25341 -1.38365 -0.77227 1.24 -1.01 -1.93
S -0.64763 -2.55608 -1.40487 -0.23 -0.53 0.21
H -1.45654 1.01520 2.59302 -0.10 0.11 0.31
H -1.14253 -0.35093 1.61949 0.69 1.52 0.13
H 1.13943 1.40020 -2.16831 0.31 -0.43 3.86
H 1.77731 2.52960 -0.79923 -0.41 -0.72 0.75
H 1.34023 -1.39278 -0.89475 0.05 -0.02 0.55
```
Forces are in eV/Å.

Output
charge: 0
ΔE to the lowest compared entry with this formula, charge and spin: 4.0572 eV
molar mass: 130.17 g/mol
lowest unoccupied orbital energy: -0.3 eV
structure (SMILES): [H]/N=C(\N)C(=C)OC=S
gap between HOMO and LUMO: 8.65 eV
HOMO energy: -0.328 Eh

***

No. 3
This record from the OMol25 dataset describes C47H54N8O8S3Sn as an isolated structure at a distorted geometry. The level of theory is the ωB97M-V functional and the def2-TZVPD basis.

Geometry as XYZ:
```
121
Properties=species:S:1:pos:R:3:forces:R:3
Sn -0.16877 1.45385 0.03187 -0.17 -0.16 0.58
S 0.46554 4.36468 2.25148 0.64 -0.24 0.38
C -0.71470 4.84931 1.19067 -0.62 0.78 -0.25
N -1.11380 4.25553 0.10142 0.32 -0.30 -0.12
C -2.12208 4.89921 -0.55472 -0.31 0.51 -0.09
C -2.72272 4.46592 -1.73780 0.12 -0.05 0.16
C -3.71024 5.24342 -2.31698 -0.04 -0.02 -0.16
C -4.10919 6.44916 -1.74569 -0.06 0.11 0.09
C -3.53694 6.88847 -0.55783 -0.01 -0.08 -0.12
C -2.55609 6.10888 0.03192 0.04 0.07 0.11
S -1.65700 6.39960 1.49243 0.23 -0.53 -0.23
H -2.40467 3.52426 -2.16694 -0.05 -0.05 -0.06
H -4.17511 4.91358 -3.23821 0.01 -0.04 0.01
H -4.86932 7.05306 -2.22753 -0.02 -0.03 0.00
H -3.83930 7.82582 -0.10824 -0.04 0.02 0.01
C 1.49887 -5.97290 -3.44223 0.00 0.12 0.03
C 1.40118 -4.50459 -3.76557 -0.01 -0.13 0.00
C 0.23089 -3.98186 -4.30551 0.04 0.07 -0.02
C 0.11478 -2.62600 -4.57019 -0.15 -0.03 -0.05
C 1.15990 -1.77127 -4.26016 -0.01 0.37 0.34
C 2.33314 -2.28218 -3.72929 0.01 0.02 0.06
C 2.45619 -3.64042 -3.49812 -0.04 -0.09 -0.04
S 0.95142 0.02026 -4.28369 0.11 0.84 0.23
O 0.43424 0.34332 -5.60577 -0.23 -0.29 0.00
O 2.29646 0.52241 -4.03211 -0.01 -0.03 0.40
N -0.01789 0.41703 -3.10110 0.80 -0.21 -0.11
C -1.41123 0.38963 -3.51876 -0.39 0.07 0.23
C -2.50588 0.38416 -2.41320 -0.41 -0.40 0.04
O -3.63976 0.07668 -2.82214 0.15 0.03 -0.13
O -2.25672 0.68215 -1.19627 0.70 -0.07 -0.35
H 0.89412 -6.56552 -4.12945 0.01 -0.04 0.00
H 1.13772 -6.16252 -2.42845 0.02 -0.05 0.01
H 2.53275 -6.31381 -3.50278 0.01 -0.06 0.02
H -0.60947 -4.64108 -4.49565 0.01 -0.02 -0.09
H -0.79460 -2.22729 -4.99829 -0.02 -0.01 -0.01
H 3.12505 -1.59256 -3.47521 0.03 0.01 0.01
H 3.37669 -4.02827 -3.07613 0.02 -0.04 0.01
H -1.61306 -0.48481 -4.14515 -0.34 0.13 0.09
H -1.63546 1.26703 -4.14314 -0.12 -0.13 0.01
C 2.78233 -4.75091 1.34896 0.17 -0.08 -0.07
O 1.54463 -4.30690 1.85562 -0.26 -0.02 0.10
C 1.07560 -4.80135 3.02434 -0.11 0.01 -0.06
C 1.63079 -5.88570 3.68744 0.11 -0.07 0.00
C 1.02001 -6.42343 4.81391 -0.04 -0.03 0.01
C -0.16042 -5.87562 5.27965 -0.01 -0.06 0.01
C -0.69624 -4.76196 4.65056 0.12 0.03 -0.02
C -0.08401 -4.17802 3.54248 0.25 -0.07 0.09
N -0.69626 -3.07590 2.96118 -0.09 -0.05 -0.24
C -0.23050 -1.87800 2.37898 -0.39 -0.16 0.51
N 1.09937 -1.68314 2.46827 0.08 0.08 -0.10
C 2.03317 -0.75318 1.93187 -0.15 0.09 0.06
C 1.76872 0.41379 1.19474 0.04 -0.11 0.05
C 2.91380 1.14093 0.82720 -0.41 0.10 0.04
C 4.21310 0.77000 1.13142 0.26 0.03 -0.07
C 4.43725 -0.38575 1.85571 0.06 -0.08 0.06
C 3.34634 -1.12624 2.26139 0.03 -0.02 0.05
O 3.55457 -2.29955 3.01971 0.03 0.22 -0.32
C 3.93137 -2.02884 4.34994 0.03 0.03 0.33
N -1.11476 -1.04102 1.97240 0.39 0.36 -0.42
C -2.46670 -1.39977 2.03262 -0.07 0.20 -0.06
C -3.26468 -0.97684 3.09221 0.07 0.04 -0.19
C -4.63558 -1.19846 3.09553 -0.15 0.05 0.07
C -5.22453 -1.86261 2.03687 -0.05 -0.06 0.12
C -4.44164 -2.35635 1.00079 -0.07 0.04 -0.13
C -3.07238 -2.14880 1.00215 0.10 -0.15 0.08
O -2.22648 -2.69037 0.09017 0.17 0.34 -0.01
C -2.76658 -3.23585 -1.09895 -0.06 -0.05 -0.09
H 2.97696 -4.10263 0.49793 0.07 -0.07 -0.03
H 2.73408 -5.79639 1.02230 -0.07 0.04 0.00
H 3.58089 -4.63169 2.08565 -0.05 0.04 -0.02
H 2.53639 -6.34046 3.31019 -0.01 0.03 -0.07
H 1.45888 -7.28464 5.30058 0.02 0.01 0.02
H -0.66426 -6.30086 6.13768 0.00 0.00 0.02
H -1.61233 -4.31994 5.02378 0.01 0.07 0.01
H -1.68442 -3.00299 3.16005 0.08 -0.09 0.01
H 1.60464 -2.48207 2.81273 -0.12 0.02 0.03
H 2.77521 2.07432 0.28965 0.07 0.08 0.01
H 5.05532 1.37129 0.80458 -0.04 0.03 -0.01
H 5.43879 -0.71507 2.11099 -0.03 -0.03 0.00
H 4.01072 -2.98964 4.86379 -0.01 0.05 -0.01
H 3.18494 -1.40740 4.85838 -0.01 -0.04 -0.05
H 4.89649 -1.51216 4.40430 -0.04 -0.03 -0.06
H -2.78959 -0.44158 3.90308 0.04 0.14 -0.02
H -5.24386 -0.82060 3.90871 0.03 -0.02 0.01
H -6.29542 -2.02274 2.02250 -0.01 0.02 -0.04
H -4.91071 -2.87690 0.17830 0.02 -0.05 0.00
H -1.91815 -3.38664 -1.76606 -0.04 0.02 0.02
H -3.47875 -2.55021 -1.56351 0.06 0.07 -0.03
H -3.24793 -4.20144 -0.89600 0.00 0.06 -0.01
O 0.46530 -1.57197 -0.78787 -0.12 0.13 -0.07
H 0.34129 -0.84581 -1.42879 0.02 -0.25 -0.43
H -0.41843 -1.71402 -0.42185 -0.05 -0.04 0.06
C 3.58018 5.92509 -2.03388 -0.11 -0.13 0.12
C 3.09333 4.52456 -2.40381 0.10 0.05 -0.29
C 4.28271 3.55946 -2.40483 -0.12 0.15 0.08
C 2.44200 4.54238 -3.79531 0.02 -0.09 0.20
N 2.17754 4.11000 -1.33181 0.02 0.05 0.19
N 1.39525 2.94878 -1.57218 0.08 -0.24 -0.38
H 4.37960 6.24549 -2.70269 0.00 0.00 -0.05
H 3.95700 5.92373 -1.01113 0.04 0.01 0.06
H 2.76614 6.65032 -2.09459 -0.04 0.04 -0.02
H 5.04286 3.89303 -3.11496 -0.02 -0.07 -0.05
H 3.96367 2.55641 -2.67929 0.03 -0.14 -0.11
H 4.71733 3.52207 -1.40544 0.05 0.01 0.03
H 3.13128 4.95738 -4.53319 0.02 -0.01 -0.02
H 1.53413 5.15128 -3.79044 -0.01 0.02 0.00
H 2.18649 3.52809 -4.10474 -0.04 -0.01 -0.09
H 1.53587 4.85879 -1.09368 -0.03 -0.12 0.14
H 2.00994 2.17749 -1.82972 0.00 0.04 -0.04
H 0.76168 3.05326 -2.36665 0.06 -0.04 -0.03
C -4.37251 3.55934 2.96192 0.04 -0.07 -0.02
C -4.49380 3.03463 1.68464 -0.05 0.10 0.08
C -3.41584 2.35497 1.13858 -0.16 -0.12 -0.11
N -2.27972 2.16569 1.80134 0.09 -0.22 0.02
C -2.17043 2.65348 3.03030 -0.04 -0.14 0.26
C -3.18667 3.36491 3.65323 -0.08 0.01 -0.06
H -5.19381 4.10437 3.41285 0.02 0.03 0.00
H -5.40534 3.15656 1.11601 0.01 0.00 -0.07
H -3.45031 1.92353 0.14330 -0.02 -0.01 -0.06
H -1.23359 2.45696 3.53375 0.02 0.06 0.02
H -3.04623 3.76764 4.64671 0.05 -0.02 0.04
```
Forces are in eV/Å.

Output
charge: -2
molar mass: 1073.91 g/mol
lowest unoccupied orbital energy: 3.7 eV
gap between HOMO and LUMO: 5.61 eV
HOMO energy: -0.069 Eh

***

No. 4
This record from the OMol25 dataset describes a single C25H35NO5 molecule. The level of theory is the ωB97M-V functional and the def2-TZVPD basis.

Geometry as XYZ:
```
66
Properties=species:S:1:pos:R:3:forces:R:3
C -2.25260 -4.66700 0.39155 -0.01 0.23 0.22
C -2.18748 -3.23944 0.92898 -0.01 -0.22 -0.18
N -1.96399 -2.28847 -0.14710 -0.14 -0.06 0.04
C -2.69281 -1.04229 -0.00127 -0.15 -0.24 0.01
C -4.19413 -1.21447 -0.25568 0.08 0.28 -0.05
C -4.86441 0.08856 -0.69329 0.20 0.04 0.37
C -4.76942 1.22101 0.33134 -0.64 -0.04 -0.42
O -3.43474 1.67630 0.53857 0.37 0.10 0.14
C -2.87645 2.39070 -0.45247 -0.24 0.11 -0.25
O -3.47948 2.74227 -1.43975 0.03 -0.05 0.14
C -1.44491 2.67173 -0.21522 0.38 0.11 -0.14
C -0.71281 3.26719 -1.23135 -0.39 -0.18 0.18
C 0.64100 3.50786 -1.06993 0.31 0.02 0.11
C 1.28251 3.16005 0.10957 -0.02 -0.05 0.18
O 2.59937 3.34393 0.36760 -0.36 -0.17 0.20
C 3.40940 3.90243 -0.63664 0.14 0.12 -0.18
C 0.53814 2.55768 1.15529 0.16 0.07 -0.02
O 1.25124 2.25584 2.27075 0.09 0.18 -0.38
C 0.59131 1.60597 3.32829 -0.12 -0.11 0.18
C -0.81115 2.31971 0.98115 0.10 0.07 0.05
C -0.55903 -2.12128 -0.49403 0.12 0.22 -0.15
C -0.41001 -1.73641 -1.96517 0.09 -0.22 0.23
C 0.18295 -1.11313 0.41865 -0.16 -0.40 -0.14
C 1.66450 -1.13210 0.20570 -0.03 0.20 0.01
C 2.45459 -2.12559 0.77613 0.06 0.09 -0.08
C 3.81848 -2.14644 0.58306 0.21 0.04 -0.07
C 4.43670 -1.16404 -0.19046 -0.08 -0.06 0.04
O 5.79343 -1.26678 -0.31051 -0.23 -0.19 0.17
C 6.47582 -0.28047 -1.04216 0.09 0.14 -0.12
C 3.65614 -0.17303 -0.77174 0.40 0.03 -0.09
C 2.28615 -0.16721 -0.57164 -0.10 -0.16 0.16
H -2.46777 -5.36229 1.19942 0.02 -0.16 0.07
H -1.31118 -4.95330 -0.06966 0.10 -0.08 -0.06
H -3.03582 -4.74156 -0.35748 -0.08 -0.02 -0.08
H -3.13983 -3.00524 1.40649 0.04 0.03 0.07
H -1.40674 -3.17602 1.70482 -0.07 0.08 0.04
H -2.30567 -0.35423 -0.75288 0.04 0.11 0.05
H -2.53965 -0.58512 0.98896 0.08 0.06 -0.10
H -4.32016 -1.95416 -1.04789 0.01 -0.07 0.03
H -4.69460 -1.59117 0.63869 -0.04 -0.10 0.03
H -4.42159 0.43464 -1.62858 -0.10 0.00 -0.04
H -5.92499 -0.09713 -0.87410 -0.03 0.07 -0.04
H -5.38016 2.06533 -0.00742 0.07 -0.11 0.14
H -5.10828 0.89008 1.31554 0.02 0.05 -0.07
H -1.21375 3.53311 -2.14889 -0.04 0.02 -0.07
H 1.19037 3.96760 -1.87568 0.10 0.04 -0.04
H 4.41501 3.93019 -0.22008 -0.05 0.01 -0.07
H 3.09589 4.92060 -0.88973 0.00 -0.05 0.00
H 3.40842 3.28815 -1.54309 -0.01 0.02 0.02
H -0.21194 2.22389 3.74349 0.02 -0.03 -0.03
H 0.18306 0.64110 3.01244 -0.02 0.02 -0.01
H 1.35129 1.44262 4.09043 -0.09 -0.01 -0.02
H -1.40030 1.86366 1.75889 0.01 -0.08 0.11
H -0.08900 -3.10150 -0.36245 0.01 0.03 0.02
H -1.00379 -2.40823 -2.57882 -0.04 -0.06 -0.08
H -0.74047 -0.71675 -2.14722 -0.03 0.17 -0.05
H 0.63343 -1.81319 -2.26004 0.09 0.06 -0.11
H -0.19794 -0.10943 0.22551 -0.05 -0.01 0.06
H -0.03656 -1.37479 1.45813 -0.05 0.10 0.05
H 1.99326 -2.88915 1.38657 -0.06 -0.09 0.08
H 4.43490 -2.91192 1.02771 0.08 -0.09 0.06
H 6.32843 0.71503 -0.60984 0.00 -0.03 -0.03
H 6.16595 -0.26971 -2.09280 0.00 0.02 0.05
H 7.53058 -0.54520 -0.98312 -0.06 0.06 -0.04
H 4.10124 0.60015 -1.37837 0.08 0.06 -0.05
H 1.69012 0.61086 -1.02721 -0.08 0.10 -0.04
```
Forces are in eV/Å.

Output
charge: 0
ΔE to the lowest compared entry with this formula, charge and spin: 0.0847 eV
molar mass: 429.56 g/mol
lowest unoccupied orbital energy: 0.6 eV
structure (SMILES): CCN(CCCCOC(=O)c1ccc(OC)c(OC)c1)[C@@H](C)Cc1ccc(OC)cc1
gap between HOMO and LUMO: 8.46 eV
HOMO energy: -0.287 Eh

***

Q: Among the records above, which one has the lowest gap between HOMO and LUMO?
A: C6H16NO

***

Q: Among the records above, which one has the highest charge?
A: C6H16NO

***

Q: The highest molar mass belongs to which entry?
A: C47H54N8O8S3Sn

***

Q: Look up the charge of the fourth one.
A: 0